#i
Below is one molecule with the formula C3H5N3O, with properties calculated with ωB97M-V/def2-TZVPD.

ORCA input file:
```
! RIJCOSX wB97M-V def2-TZVPD def2/J DEFGRID3
* xyz 0 1
O -2.0441 0.9881 0.2001
C -2.1003 -0.3931 0.0246
C 0.1181 -0.4218 -0.4465
N 0.9187 0.3232 -1.0422
N 2.1445 0.3954 -0.3651
C 2.5085 -0.5874 0.4053
N -0.8114 -1.0837 -0.0487
H -1.7023 1.4027 -0.6055
H -2.5550 -0.6681 -0.9342
H -2.6638 -0.8105 0.8520
H 2.6657 1.2089 -0.6796
H 3.5267 -0.3556 0.7474
*
```


#ii
Below is one molecule with the formula C3H5N3O, with properties calculated with ωB97M-V/def2-TZVPD.

Output
Structure (SMILES) ... [H]/N=N/C(=C)NC=O

ORCA input file:
```
! RIJCOSX wB97M-V def2-TZVPD def2/J DEFGRID3
* xyz 0 1
H 2.8192 0.7771 -0.1454
N 1.9289 0.2982 0.0482
N 1.0300 1.1405 -0.1010
C -0.2918 0.6080 0.0879
C -1.3059 1.3904 -0.2719
N -0.4535 -0.7015 0.5738
C 0.0897 -1.7750 -0.0861
O 0.1231 -2.9025 0.3462
H -1.1104 2.3971 -0.6205
H -2.3255 1.0241 -0.2413
H -0.8713 -0.8675 1.4799
H 0.4512 -1.4860 -1.0864
*
```


Energetically preferred structure: #ii | next structure: +64.3 kcal/mol


#i
Below is C3H5N3O as an isolated structure, with properties calculated with ωB97M-V/def2-TZVPD.

ORCA input file:
```
! RIJCOSX wB97M-V def2-TZVPD def2/J DEFGRID3
* xyz 0 1
C 0.2868 -1.5387 -0.7543
C 0.4177 -0.1235 -0.0506
C 0.4478 1.3913 1.2670
H -1.4420 -0.9015 -1.3320
H 1.3359 -2.3927 -0.8095
H -0.3717 -1.9866 0.3173
H 1.0877 2.2149 1.7543
H -1.2807 2.3398 0.4797
N 1.1230 0.2608 0.9542
N -0.4984 1.5806 0.4128
N -0.6424 0.6731 -0.2669
O -0.4636 -1.5174 -1.9720
*
```


#ii
Below is one molecule with the formula C3H5N3O, with properties calculated with ωB97M-V/def2-TZVPD.

Output
Structure (SMILES) ... Cc1n[nH]c(=O)[nH]1

ORCA input file:
```
! RIJCOSX wB97M-V def2-TZVPD def2/J DEFGRID3
* xyz 0 1
C 1.9283 -0.0948 -0.0353
C 0.4861 0.0889 0.0345
N -0.2283 1.3711 0.4317
N -1.4897 0.9530 0.3528
C -1.7105 -0.2816 -0.0511
O -2.7873 -0.8641 -0.1740
N -0.4258 -0.8486 -0.1425
H 2.2280 -1.1358 -0.0713
H 2.2361 0.4985 0.7601
H 2.3057 0.5374 -0.9197
H -2.3300 1.5408 0.4192
H -0.2126 -1.7650 -0.6046
*
```


Energetically preferred structure: #ii | next structure: +115.6 kcal/mol


#i
Below is one molecule with the formula C3H5N3O, with properties calculated with ωB97M-V/def2-TZVPD.

Output
Structure (SMILES) ... O/N=C1/CNC=N1

ORCA input file:
```
! RIJCOSX wB97M-V def2-TZVPD def2/J DEFGRID3
* xyz 0 1
O 0.6608 2.7035 -0.7940
N 0.7603 1.4408 -1.1199
C 0.2442 0.5456 -0.3974
C 0.3539 -0.8993 -0.6879
N -0.5929 -1.4274 0.2700
C -0.7871 -0.4323 1.1746
N -0.3584 0.7490 0.8707
H 0.0277 2.7112 -0.0487
H 0.1425 -1.1389 -1.7643
H 1.3624 -1.2358 -0.4671
H -0.5324 -2.2878 0.7906
H -1.2808 -0.7287 2.1735
*
```


#ii
Below is one molecule with the formula C3H5N3O, with properties calculated with ωB97M-V/def2-TZVPD.

ORCA input file:
```
! RIJCOSX wB97M-V def2-TZVPD def2/J DEFGRID3
* xyz 0 1
N 2.2692 -0.7768 0.1987
C 1.1117 -0.1477 0.3024
C -0.8331 1.8791 -0.7135
N -1.4822 1.0020 0.0374
C -1.1300 -0.3694 0.1895
O -1.8772 -1.1199 0.7647
N 0.0884 -0.7529 -0.3715
H 2.4666 -1.6010 -0.3658
H 3.0365 -0.3879 0.7216
H -1.4191 2.8152 -0.6077
H -2.3366 1.1745 0.5679
H 0.1057 -1.7152 -0.7237
*
```


Energetically preferred structure: #i | next structure: +26.7 kcal/mol


#i
Below is a 2-piece molecular cluster, C3H10S2 overall, with properties calculated with ωB97M-V/def2-TZVPD.

Output
⟨S²⟩ ... 0.755

ORCA input file:
```
! RIJCOSX wB97M-V def2-TZVPD def2/J DEFGRID3
* xyz 1 2
S 2.9878 1.3433 0.5967
S 2.8458 0.6664 -1.2891
H 1.7235 0.9971 0.9545
H 3.8211 1.4985 -1.7196
C -1.5248 0.5132 0.8306
C -0.5436 -0.5892 0.4841
C -0.8409 -1.2145 -0.8756
H -2.5413 0.3271 0.4659
H -1.6762 0.6473 1.9040
H -1.3274 1.5169 0.4375
H 0.4839 -0.2306 0.6195
H -0.6318 -1.3612 1.2507
H -0.0162 -1.8196 -1.2586
H -1.0493 -0.4466 -1.6236
H -1.7105 -1.8481 -0.7772
*
```


#ii
Below is a 2-piece molecular cluster, C3H10S2 overall, with properties calculated with ωB97M-V/def2-TZVPD.

Output
⟨S²⟩ ... 0.755

ORCA input file:
```
! RIJCOSX wB97M-V def2-TZVPD def2/J DEFGRID3
* xyz 1 2
C 1.9689 3.9394 6.1976
C 1.8629 2.6331 5.4151
H 1.4211 3.8900 7.1405
H 1.6888 4.8069 5.6253
H 2.9884 4.0959 6.5641
H 0.9818 2.0401 5.6999
H 1.5460 2.8918 4.4015
H 2.6443 1.8776 5.4220
C -1.0248 -3.1351 -2.7294
S -1.6330 -1.4472 -2.6477
S -0.0152 -0.2837 -2.4059
H -1.9006 -3.7691 -2.8759
H -0.6209 -3.4103 -1.7546
H -0.3599 -3.2056 -3.5873
H 0.4137 -0.6356 -1.1876
*
```


Energetically preferred structure: #i | next structure: +5.3 kcal/mol


#i
Below is a 2-piece molecular cluster, C4H11NO2 overall, with properties calculated with ωB97M-V/def2-TZVPD.

Output
Structure (SMILES) ... CCCNC=O.O

ORCA input file:
```
! RIJCOSX wB97M-V def2-TZVPD def2/J DEFGRID3
* xyz 0 1
C -0.4757 -1.2716 -2.0641
C -0.2827 0.2023 -1.5059
C 0.9419 0.4519 -0.6326
N 0.9516 -0.0737 0.7040
C -0.0706 -0.7469 1.2818
O -1.2396 -0.6556 1.0282
H -1.3164 -1.1314 -2.7370
H -0.9433 -1.8566 -1.2846
H 0.5552 -1.7095 -2.4762
H -1.1617 0.3942 -0.8915
H -0.3222 0.9911 -2.2803
H 1.0615 1.5684 -0.5096
H 1.9141 0.0746 -1.1323
H 1.8311 -0.0408 1.2009
H 0.2241 -1.3219 2.2212
O -0.2026 1.8952 3.0331
H -0.4568 1.0898 2.4746
H -1.0078 2.1404 3.5703
*
```


#ii
Below is one molecule with the formula C4H11NO2, with properties calculated with ωB97M-V/def2-TZVPD.

Output
Structure (SMILES) ... OCCCNCO

ORCA input file:
```
! RIJCOSX wB97M-V def2-TZVPD def2/J DEFGRID3
* xyz 0 1
O 1.4062 2.3353 -1.3260
C 1.4440 1.2095 -0.4307
C 0.2640 1.2611 0.4936
C -0.0819 -0.0625 1.2532
N -1.1341 -0.8801 0.6049
C -0.6809 -1.7023 -0.5071
O -1.8091 -2.1888 -1.2156
H 0.7780 2.2404 -2.0472
H 2.3838 1.3548 0.1094
H 1.6486 0.3303 -1.0348
H 0.3021 1.9928 1.2984
H -0.7122 1.5366 0.0773
H 0.8080 -0.6772 1.4954
H -0.3843 0.1383 2.2861
H -1.4634 -1.5574 1.2812
H -0.0264 -1.1589 -1.1711
H -0.1789 -2.5981 -0.1209
H -2.5634 -1.5738 -1.0460
*
```


Energetically preferred structure: #i | next structure: +12.2 kcal/mol


#i
Below is C4H11NO2 as an isolated structure, with properties calculated with ωB97M-V/def2-TZVPD.

ORCA input file:
```
! RIJCOSX wB97M-V def2-TZVPD def2/J DEFGRID3
* xyz 0 1
C 0.1322 -0.1785 0.3717
C -0.4835 0.2037 -2.0022
C -0.3766 -0.3640 1.7837
C 1.5565 0.3034 0.2615
N -0.8502 0.0014 -0.6101
O -0.8421 1.6302 0.0232
O 0.1861 -1.7663 -0.3168
H -1.7079 1.6569 0.4521
H -0.5917 -2.2512 -0.0118
H -1.2600 0.8295 -2.4392
H 0.4782 0.6895 -2.1681
H -0.4851 -0.7747 -2.4771
H -0.2641 0.5643 2.3409
H 0.2072 -1.1415 2.2739
H -1.4266 -0.6537 1.7753
H 1.6243 1.3049 0.6812
H 1.9092 0.3194 -0.7648
H 2.1939 -0.3733 0.8264
*
```


#ii
Below is a 3-piece molecular cluster, C4H11NO2 overall, with properties calculated with ωB97M-V/def2-TZVPD.

ORCA input file:
```
! RIJCOSX wB97M-V def2-TZVPD def2/J DEFGRID3
* xyz 0 1
C 0.9039 1.3084 0.4397
C 0.1875 2.2337 -0.5421
C 1.1086 -0.1219 -0.0286
N 1.4108 -0.2945 -1.3388
O 1.0519 -1.0641 0.7499
H 1.5278 -1.2382 -1.6713
H 1.2714 0.4384 -2.0120
H 0.3460 1.2429 1.3736
H 1.8945 1.7039 0.6873
H -0.0274 3.1889 -0.0632
H 0.7927 2.4426 -1.4268
H -0.7586 1.7912 -0.8554
C -1.6722 -2.3787 0.7567
O -2.0571 -1.4912 1.6605
H -1.5098 -0.6933 1.3715
H -2.2437 -3.3026 0.8218
H -0.6215 -2.4788 0.5000
H -1.6046 -1.2868 -0.4228
*
```


#iii
Below is a 3-piece molecular cluster, C4H11NO2 overall, with properties calculated with ωB97M-V/def2-TZVPD.

Output
Structure (SMILES) ... C=N/C=C/C.O.O

ORCA input file:
```
! RIJCOSX wB97M-V def2-TZVPD def2/J DEFGRID3
* xyz 0 1
C -2.8641 -1.7827 0.6727
N -2.6364 -0.5828 0.9869
C -1.5210 0.1111 0.5363
C -0.2438 -0.2681 0.5684
C 0.8868 0.5984 0.1295
H -2.2083 -2.3261 -0.0172
H -3.7297 -2.2019 1.1788
H -1.7318 1.1488 0.2946
H -0.0371 -1.2888 0.8864
H 0.7457 1.6625 0.2226
H 1.1095 0.4194 -0.9208
H 1.7891 0.4285 0.7185
O -2.2485 3.6246 -2.9882
H -2.1272 2.6923 -3.2339
H -1.5783 3.7224 -2.2979
O 5.8076 -1.8885 1.2567
H 5.6671 -2.4958 0.5125
H 4.9206 -1.5733 1.4940
*
```


Energetically preferred structure: #iii | next structure: +19.3 kcal/mol